[1]
DFT (the ωB97M-V functional and the def2-TZVPD basis) results for the ion C18H24NO3 with charge +1.

## Properties
Net charge: +1
Relative energy (zero: lowest compared OMol25 entry of this formula, charge and spin), kJ/mol: 0.0
E_tot, eV: -26682.230
SMILES: C[C@H]([NH2+][C@@H](C)COc1ccccc1)[C@@H](O)c1ccc(O)cc1
HOMO-LUMO gap, eV: 9.20

XYZ file:
```
46
Properties=species:S:1:pos:R:3:forces:R:3:lowdin_charge:R:1
C -0.27357 -1.59394 1.26637 0.019 0.155 -0.065 0.006
C -0.29100 -0.10801 0.95292 -0.661 -0.225 -0.335 -0.257
N 0.61714 0.60736 1.90678 0.229 -0.208 0.361 0.127
C 1.29957 1.84703 1.41162 0.376 0.534 -0.205 -0.285
C 1.01964 3.01702 2.33598 -0.085 -0.079 -0.161 -0.024
C 2.81425 1.51978 1.34285 -0.139 0.289 0.102 -0.127
O 3.02995 0.14032 1.17410 0.231 -0.328 -0.226 -0.079
C 2.96169 -0.42328 -0.09463 -0.037 -0.245 -0.032 -0.265
C 2.58942 0.25362 -1.24514 0.050 0.232 0.259 -0.033
C 2.52678 -0.43511 -2.44783 -0.002 -0.117 -0.061 -0.065
C 2.82184 -1.78400 -2.50574 -0.027 0.026 -0.129 -0.075
C 3.19557 -2.45490 -1.35183 -0.027 0.050 0.055 -0.061
C 3.26338 -1.78063 -0.14867 0.014 0.182 0.133 -0.017
C -1.71308 0.47963 1.04154 0.074 -0.404 -0.109 -0.296
O -1.57954 1.88979 1.05972 0.157 0.188 -0.042 -0.013
C -2.54074 -0.01367 -0.12132 0.023 0.110 0.289 -0.210
C -3.53723 -0.96269 0.05755 0.115 0.145 -0.067 -0.029
C -4.28720 -1.40290 -1.01593 -0.074 -0.065 -0.168 -0.002
C -4.05345 -0.89404 -2.29119 0.193 0.054 0.451 -0.312
O -4.75318 -1.28534 -3.37098 -0.151 -0.064 -0.267 0.084
C -3.05535 0.06462 -2.47131 -0.189 -0.143 -0.172 0.013
C -2.30998 0.49507 -1.39643 -0.053 -0.091 0.072 -0.023
H -0.94682 -2.11316 0.59015 -0.036 -0.027 -0.046 0.098
H 0.72330 -2.00589 1.12459 0.094 -0.043 -0.001 0.080
H -0.60291 -1.78721 2.28507 -0.046 -0.037 0.151 0.099
H 0.09926 0.05594 -0.05580 0.065 0.109 0.180 0.146
H 1.39696 -0.04769 2.12192 -0.421 0.185 0.064 0.168
H 0.09296 0.82738 2.75878 0.144 -0.098 -0.073 0.187
H 0.89859 2.06763 0.42141 -0.010 -0.178 0.131 0.141
H 1.54042 3.89997 1.97715 0.096 0.088 -0.023 0.102
H -0.04485 3.23491 2.34582 -0.019 0.041 0.035 0.079
H 1.36305 2.81196 3.34764 0.079 -0.028 0.137 0.096
H 3.30445 2.11109 0.56598 -0.074 -0.012 0.046 0.143
H 3.28314 1.75999 2.30200 -0.066 0.012 -0.112 0.144
H 2.36829 1.30994 -1.23620 -0.025 0.111 0.031 0.109
H 2.24458 0.09709 -3.34290 -0.021 0.052 -0.089 0.112
H 2.77000 -2.30926 -3.44566 -0.005 -0.052 -0.102 0.109
H 3.43934 -3.50482 -1.38797 0.029 -0.110 0.001 0.113
H 3.56662 -2.28157 0.75750 0.044 -0.068 0.115 0.125
H -2.17598 0.14678 1.98640 0.088 -0.044 -0.122 0.158
H -2.40519 2.28613 0.76053 -0.054 -0.016 0.035 0.123
H -3.73471 -1.36031 1.04205 -0.042 -0.042 0.129 0.121
H -5.06245 -2.14045 -0.86461 -0.088 -0.076 0.005 0.121
H -5.42593 -1.93728 -3.13654 0.104 0.088 0.020 0.120
H -2.88841 0.45581 -3.46119 0.028 0.064 -0.142 0.125
H -1.54863 1.24727 -1.54455 0.098 0.085 -0.050 0.121
```
Positions in Å, forces in eV/Å.

[2]
DFT (the ωB97M-V functional and the def2-TZVPD basis) results for an isolated molecule of C6H5N3O2S2 in a non-equilibrium geometry.

## Properties
Net charge: 0
Relative energy (zero: lowest compared OMol25 entry of this formula, charge and spin), kJ/mol: 0.0
E_tot, eV: -36536.097
SMILES: CS(=O)(=O)[C@H](C#N)[C@H](C#N)N=C=S
HOMO-LUMO gap, eV: 9.81

XYZ file:
```
18
Properties=species:S:1:pos:R:3:forces:R:3:lowdin_charge:R:1
C -1.95932 0.41746 -1.41972 0.513 -0.246 0.225 -0.098
S -0.23784 0.01475 -1.71873 -0.526 0.308 -1.320 0.635
O -0.14194 -1.35346 -2.11976 -0.023 -0.667 0.598 -0.283
O 0.29163 0.99312 -2.61331 0.229 0.645 0.140 -0.285
C 0.65332 0.22195 -0.14612 -0.329 -0.523 0.001 -0.303
C 2.06305 0.20732 -0.46968 0.848 0.391 0.013 -0.221
N 3.19381 0.32269 -0.63428 -0.320 -0.215 -0.069 0.223
C 0.29373 -0.87503 0.87578 0.726 -0.038 0.698 -0.281
C -0.92038 -0.48056 1.58853 -0.615 -0.406 0.323 -0.193
N -1.86390 -0.23230 2.19551 0.192 0.125 -0.221 0.209
N 1.40594 -1.04391 1.85693 -1.012 -0.069 0.030 0.086
C 1.57704 -0.15280 2.66517 0.709 0.454 -0.879 -0.787
S 1.94859 1.14595 3.42063 -0.061 -0.004 0.688 0.815
H -2.51886 -0.47500 -1.65638 -0.171 -0.235 0.134 0.073
H -2.22397 1.20779 -2.10217 0.070 0.315 -0.172 0.070
H -2.10190 0.72490 -0.39250 -0.177 0.044 0.184 0.047
H 0.39548 1.19123 0.26657 0.005 0.313 -0.049 0.147
H 0.14551 -1.83411 0.40353 -0.058 -0.193 -0.324 0.146
```
Positions in Å, forces in eV/Å.

[3]
DFT (the ωB97M-V functional and the def2-TZVPD basis) results for a cluster of 12 separate species, C16H56N14O12 in total in a non-equilibrium geometry.

## Properties
Net charge: 0
Relative energy (zero: lowest compared OMol25 entry of this formula, charge and spin), kJ/mol: 4.1
E_tot, eV: -62929.048
SMILES: NC(N)=O.NC(N)=O.NC(N)=O.NC(N)=O.NC(N)=O.NC(N)=O.NC(N)=O.CCO.CCO.CCO.CCO.CO
HOMO-LUMO gap, eV: 8.02

XYZ file:
```
98
Properties=species:S:1:pos:R:3:forces:R:3:lowdin_charge:R:1
N 1.23152 2.18722 -3.19262 1.176 1.791 2.078 0.183
C 1.12052 1.10022 -3.88862 1.836 -4.119 0.443 -0.666
N 0.23052 1.27222 -4.85062 -2.006 -2.688 -4.231 0.132
O 1.78552 -0.00778 -3.63662 -2.496 3.834 -1.000 -0.053
H 1.75852 2.06922 -2.36962 0.682 0.480 1.050 0.055
H 0.74652 3.06022 -3.31462 -0.115 -0.329 -0.043 0.116
H 0.07952 0.45822 -5.50662 0.292 1.555 1.209 0.144
H -0.40048 2.06122 -4.98762 0.700 -0.438 0.454 0.117
N -2.27448 4.66022 -1.48962 2.066 4.476 -1.416 0.145
C -1.65948 3.60522 -0.99062 5.231 -0.830 1.440 -0.573
N -2.48648 2.65822 -0.68662 -1.198 -2.787 1.211 0.162
O -0.28548 3.45822 -0.75862 -5.854 1.161 -1.516 -0.154
H -1.72548 5.55922 -1.61762 -1.057 -1.855 0.271 0.151
H -3.26048 4.76722 -1.38462 -0.256 -0.036 0.063 0.098
H -2.03348 1.79522 -0.30562 -0.175 -0.247 -0.245 0.035
H -3.51748 2.60322 -0.78662 1.614 0.812 -0.213 0.112
N -6.29848 -0.42478 -1.28562 -3.408 -2.210 -3.206 0.149
C -5.11148 -0.66478 -0.82562 3.828 -6.213 -0.186 -0.580
N -4.56948 0.36622 -0.20662 0.628 1.852 0.354 0.160
O -4.48048 -1.90378 -0.94562 -3.553 6.345 0.330 -0.113
H -6.64348 -1.16578 -1.97862 0.376 1.816 1.637 0.170
H -6.68648 0.51122 -1.28462 -0.018 -0.546 -0.141 0.111
H -3.58348 0.17522 -0.08462 0.616 0.809 0.430 0.069
H -4.97948 1.32222 -0.42562 1.204 -2.006 0.691 0.129
N -0.03648 -1.29678 0.16438 -0.519 -3.643 1.005 0.189
C -0.27748 -0.06578 0.01838 -5.989 4.460 -1.174 -0.559
N 0.70252 0.80822 -0.07762 0.334 0.850 -0.207 0.188
O -1.59148 0.31022 -0.13062 4.537 -1.317 0.455 -0.129
H -0.89648 -1.87578 0.25138 0.688 0.482 0.143 0.095
H 0.80352 -1.62878 0.59138 0.536 0.161 0.202 0.069
H 0.48252 1.71622 -0.49162 -0.180 0.131 0.327 0.069
H 1.66752 0.55222 0.17638 -0.443 -0.079 -0.941 0.048
N 2.03552 0.88422 2.40438 -0.065 0.459 3.909 0.188
C 3.26552 0.64522 1.97238 4.337 -4.354 7.015 -0.570
N 3.29752 0.78922 0.67738 3.572 -1.239 -4.371 0.099
O 4.27452 0.04522 2.74338 -5.276 3.491 -4.240 -0.130
H 1.85652 0.89822 3.44338 0.180 -0.055 -2.018 0.146
H 1.38452 1.20722 1.71838 -0.805 0.334 0.493 0.058
H 4.11552 0.28222 0.27838 -0.728 0.764 0.391 0.152
H 3.20152 1.69622 0.23938 -0.286 0.460 -0.049 0.059
N 3.61352 -3.13678 2.20938 6.692 -0.851 4.276 0.159
C 2.34452 -3.27678 2.30238 -3.704 -4.740 7.055 -0.653
N 1.83752 -3.03578 1.16838 -3.122 2.134 -5.501 0.122
O 1.65752 -3.84378 3.35838 3.371 2.919 -4.744 -0.114
H 4.13452 -3.50378 3.05838 -0.829 1.064 -1.610 0.161
H 4.20852 -2.81178 1.44338 -0.973 -0.162 0.379 0.109
H 0.84952 -3.24478 0.95338 1.156 -0.060 0.539 0.066
H 2.54152 -2.66178 0.47638 -1.717 -1.123 0.572 0.090
N -2.03948 -3.05378 -0.57262 -1.449 -0.181 0.265 0.155
C -1.79448 -3.96378 0.37438 -9.029 -0.011 3.669 -0.553
N -0.55448 -4.28078 0.40238 3.777 -2.752 1.628 0.141
O -2.76848 -4.39878 1.32338 5.563 2.093 -5.152 -0.134
H -2.96948 -2.68378 -0.71162 -0.468 0.064 0.284 0.048
H -1.34448 -2.75078 -1.24162 0.103 -0.397 -0.326 0.046
H -0.37048 -5.01278 1.08038 0.525 0.004 -0.193 0.148
H 0.02652 -4.19778 -0.41462 -0.139 -0.333 -0.185 0.130
C -1.35548 -2.77978 3.72438 1.444 1.135 -0.144 -0.056
C -1.53848 -1.42278 3.03038 0.074 -0.608 2.991 -0.304
O -2.30248 -0.58378 3.87838 1.552 0.136 1.717 -0.055
H -0.55548 -2.68978 4.51338 -1.201 -0.175 -0.447 0.091
H -0.93048 -3.44878 2.99738 0.070 -0.526 -0.146 0.022
H -2.32248 -3.15778 4.04238 0.126 0.001 0.222 0.080
H -2.02548 -1.49478 2.15038 -1.910 -0.755 -3.072 0.057
H -0.64248 -0.91478 2.76938 1.388 0.347 0.215 0.078
H -3.06848 -0.26878 3.46938 -1.654 0.528 -1.135 0.049
C -1.31248 2.55522 2.48038 1.368 -0.232 -0.916 -0.077
C -0.74048 2.29722 3.84938 -0.638 -2.183 -0.175 -0.353
O 0.20352 3.20722 4.19738 0.512 3.438 -0.195 -0.046
H -0.57148 2.68522 1.69138 0.658 0.073 0.217 0.049
H -1.87848 3.45022 2.38638 -0.862 0.706 0.370 0.069
H -1.82948 1.70522 2.10138 -0.995 -0.686 0.112 0.046
H -0.24448 1.29422 3.90538 -1.132 0.321 -0.097 0.104
H -1.58248 2.36722 4.54538 0.139 -0.505 0.245 0.117
H 1.00252 2.89022 4.55938 0.911 -0.885 0.572 0.061
C -2.51348 -2.09678 -3.78662 -0.251 -0.469 0.818 -0.061
C -1.50348 -1.24878 -3.09862 -1.072 1.078 -1.127 -0.338
O -0.52548 -1.93978 -2.45262 1.398 -2.349 -0.191 -0.075
H -3.08048 -2.70378 -3.08262 -0.161 0.100 -0.043 0.070
H -2.16948 -2.72078 -4.56262 0.926 -0.868 -0.860 0.064
H -3.14048 -1.39478 -4.26862 -1.205 0.659 -0.420 0.068
H -2.05548 -0.70178 -2.35362 -0.295 0.852 0.212 0.099
H -1.04348 -0.58578 -3.83062 -0.106 0.296 0.076 0.093
H -0.03848 -1.32378 -1.93862 1.003 0.715 0.510 0.036
C 5.04252 3.56822 -0.10662 1.930 -0.447 0.888 -0.086
C 3.87352 3.90922 -0.95862 -0.172 0.898 -0.901 -0.270
O 2.73252 3.06422 -0.77562 0.381 -0.321 -0.138 -0.120
H 5.80352 2.95022 -0.57662 -0.281 -0.521 -0.324 0.077
H 4.80752 3.08222 0.83838 -0.373 -0.044 0.001 0.073
H 5.67552 4.41022 0.20538 -0.622 0.368 -0.264 0.086
H 4.14652 3.97722 -2.03562 -0.272 -0.498 0.605 0.133
H 3.57152 4.90322 -0.70962 -0.346 0.806 0.173 0.108
H 2.05852 3.54422 -0.28762 -0.355 0.204 -0.073 0.084
C 3.10952 -1.85278 -1.54062 -1.105 1.282 -0.754 -0.176
O 3.82152 -2.80678 -0.81362 0.642 -2.034 -0.145 -0.148
H 3.76152 -1.37378 -2.26362 -0.174 0.252 -0.201 0.086
H 2.64452 -1.06778 -0.89462 0.858 -0.608 -0.157 0.058
H 2.23252 -2.25978 -2.04162 0.104 -0.249 -0.374 0.078
H 3.86952 -3.65678 -1.34162 -0.070 1.569 0.995 0.143
```
Positions in Å, forces in eV/Å.

[4]
DFT (the ωB97M-V functional and the def2-TZVPD basis) results for a structure of composition C6H5NO6Pr in a non-equilibrium geometry.

## Properties
Net charge: +3
2S+1: 3
E_tot, eV: -34116.844
HOMO-LUMO gap (spin up / spin down), eV: 9.89 / 10.09
<S²>: 2.0019

XYZ file:
```
19
Properties=species:S:1:pos:R:3:forces:R:3:lowdin_spin:R:1
Pr -0.16916 0.78704 0.16934 0.708 1.984 1.343 2.024
O 0.03183 3.83726 -2.13552 -0.102 -3.874 2.548 0.000
C 0.00214 2.88433 -1.49609 0.112 4.405 -2.951 -0.004
C 1.85306 -0.90784 0.43860 3.887 -2.936 1.464 -0.004
O 2.72227 -1.59375 0.73270 -3.263 2.532 -1.204 0.000
C -1.93177 -0.90411 0.40643 -5.556 -4.442 1.852 -0.004
O -2.79778 -1.60095 0.71936 3.984 3.129 -1.537 0.003
C -0.02677 -0.93070 -1.86511 0.035 -3.496 -3.994 -0.003
O 0.00835 -1.70576 -2.71101 -0.099 3.053 3.320 0.001
N -0.66800 1.01679 4.96129 -0.093 -0.079 0.130 0.000
C -0.92605 2.22787 4.11567 -0.250 0.171 -0.168 0.000
C -0.84971 1.65195 2.72649 0.035 -0.748 -0.868 0.000
O -1.66379 1.83621 1.76218 1.400 -0.203 0.561 -0.006
O 0.15414 0.84076 2.60191 -0.695 0.395 -1.688 -0.007
H -1.44489 0.34690 4.87808 0.180 0.048 0.126 0.000
H -0.58111 1.22714 5.95203 0.180 0.216 0.409 0.000
H 0.19575 0.56832 4.60350 -0.351 0.077 0.460 0.000
H -1.86213 2.72619 4.36630 -0.002 -0.198 0.004 0.000
H -0.09080 2.92755 4.21876 -0.109 -0.035 0.194 0.000
```
Positions in Å, forces in eV/Å.